The following is a quantum chemistry calculation of C26H40N2S4Sn as an isolated structure, from the Open Molecules 2025 dataset.

Calculated values
Net charge   +2
HOMO   -14.1 eV
Gap between HOMO and LUMO   8.1315 eV
Electronic energy   -79753.025 eV

Geometry (Å):
Sn -1.90619 0.18086 -1.42817
C -1.13384 3.77399 -0.32142
C -0.46692 3.77442 -1.68105
S -1.40215 2.91083 -2.97326
C -2.85713 4.00762 -3.15277
C -4.10694 3.27028 -3.60897
S -4.62265 1.86663 -2.58195
C -5.09019 2.71944 -1.03900
C -5.51986 1.70838 0.01054
S -4.28678 0.43931 0.47811
C -3.44399 1.17755 1.90810
C -2.62746 2.41954 1.60771
S -1.22447 2.12055 0.46522
H -2.14754 4.16726 -0.37877
H -0.56160 4.39962 0.36401
H 0.51013 3.29053 -1.64754
H -0.32484 4.80338 -2.01087
H -2.58578 4.74683 -3.90621
H -3.01889 4.52456 -2.20815
H -3.96426 2.84407 -4.60209
H -4.94249 3.96812 -3.66053
H -5.93079 3.37441 -1.27240
H -4.25175 3.32730 -0.69818
H -6.37106 1.13321 -0.35249
H -5.81569 2.21289 0.93037
H -2.81845 0.37804 2.30782
H -4.20261 1.41558 2.65367
H -2.18850 2.79940 2.53049
H -3.25034 3.19995 1.17511
C 2.02864 -4.01128 3.31518
C 0.50675 -3.86989 3.35956
C 0.09692 -3.25505 4.71196
C -0.12532 -5.26565 3.21595
C -0.01263 -2.96552 2.26122
C -1.38738 -2.79371 2.07613
C -1.84145 -1.94430 1.09457
N -1.02688 -1.25798 0.28380
C 0.29868 -1.43528 0.40953
C 0.81922 -2.26903 1.38758
C 1.14827 -0.74567 -0.59370
C 2.52795 -0.88237 -0.62758
C 3.28795 -0.28974 -1.63285
C 2.58057 0.42531 -2.60282
C 1.21252 0.53209 -2.50835
N 0.49893 -0.02151 -1.52030
C 4.79683 -0.39800 -1.70747
C 5.20022 -0.95988 -3.08240
C 5.36174 -1.31132 -0.61878
C 5.38567 1.01511 -1.53459
H 2.34990 -4.67400 4.11741
H 2.53110 -3.05325 3.46479
H 2.35937 -4.45221 2.37225
H 0.40869 -3.91744 5.51950
H -0.98342 -3.12493 4.78183
H 0.57499 -2.28500 4.86043
H 0.30859 -5.93290 3.95995
H 0.07056 -5.68679 2.22846
H -1.20279 -5.24750 3.37983
H -2.10530 -3.32289 2.68599
H -2.90507 -1.80950 0.93346
H 1.88795 -2.39331 1.46697
H 3.02283 -1.47060 0.12951
H 3.08671 0.89218 -3.43542
H 0.65055 1.07047 -3.26235
H 4.72687 -1.92586 -3.26628
H 6.28013 -1.10238 -3.10711
H 4.93919 -0.28372 -3.89651
H 4.97545 -2.32855 -0.71348
H 5.14738 -0.93264 0.38286
H 6.44472 -1.36088 -0.72207
H 5.00384 1.70482 -2.28795
H 6.46962 0.96956 -1.63976
H 5.15396 1.41641 -0.54626

Which charges does Mulliken predict for the atoms? In e, they are: number 1, Sn, carries 0.5600; number 2, C, carries -0.7530; number 3, C, carries -0.7072; number 4, S, carries -0.0913; number 5, C, carries -0.6573; number 6, C, carries -0.8766; number 7, S, carries -0.0342; number 8, C, carries 0.1416; number 9, C, carries -1.0386; number 10, S, carries -0.0706; number 11, C, carries -0.7320; number 12, C, carries -0.7929; number 13, S, carries 0.1614; number 14, H, carries 0.2967; number 15, H, carries 0.4856; number 16, H, carries 0.3659; number 17, H, carries 0.5461; number 18, H, carries 0.5038; number 19, H, carries 0.3451; number 20, H, carries 0.4442; number 21, H, carries 0.4433; number 22, H, carries 0.4981; number 23, H, carries -0.3508; number 24, H, carries 0.4847; number 25, H, carries 0.4607; number 26, H, carries 0.2997; number 27, H, carries 0.5853; number 28, H, carries 0.5110; number 29, H, carries 0.4052; number 30, C, carries -2.0650; number 31, C, carries 1.9049; number 32, C, carries -1.5287; number 33, C, carries -1.5937; number 34, C, carries 0.4506; number 35, C, carries -0.8752; number 36, C, carries -0.8967; number 37, N, carries -0.0220; number 38, C, carries -0.3891; number 39, C, carries 0.0076; number 40, C, carries -0.3216; number 41, C, carries -0.0022; number 42, C, carries 0.4163; number 43, C, carries -0.9066; number 44, C, carries -0.8303; number 45, N, carries -0.0228; number 46, C, carries 1.9170; number 47, C, carries -1.5927; number 48, C, carries -2.0607; number 49, C, carries -1.5348; number 50, H, carries 0.4320; number 51, H, carries 0.4252; number 52, H, carries 0.4466; number 53, H, carries 0.4382; number 54, H, carries 0.3568; number 55, H, carries 0.3653; number 56, H, carries 0.4626; number 57, H, carries 0.3856; number 58, H, carries 0.3400; number 59, H, carries 0.4955; number 60, H, carries 0.7233; number 61, H, carries 0.4125; number 62, H, carries 0.4107; number 63, H, carries 0.4935; number 64, H, carries 0.6721; number 65, H, carries 0.3861; number 66, H, carries 0.4643; number 67, H, carries 0.3356; number 68, H, carries 0.4471; number 69, H, carries 0.4273; number 70, H, carries 0.4294; number 71, H, carries 0.3549; number 72, H, carries 0.4401; number 73, H, carries 0.3676